No. 1
Entry from the Open Molecules 2025 dataset: 2 unconnected molecules or ions with the total composition C10H13NO at a distorted geometry (the ωB97M-V functional and the def2-TZVPD basis).

The geometry in XYZ format:
```
25
Properties=species:S:1:pos:R:3:forces:R:3
C -1.8939 1.9747 1.0937 0.4 0.4 -0.1
C -1.6261 1.0761 -0.0701 0.0 -0.2 0.4
C -1.5986 1.4318 -1.3774 -0.1 -0.9 0.0
N -1.1103 0.3845 -2.1414 0.0 -0.1 -0.1
C -0.8065 -0.6587 -1.3161 -0.1 -0.6 0.7
C -0.2911 -1.9285 -1.5663 0.1 -0.2 -0.2
C 0.0146 -2.7561 -0.5014 -0.1 0.4 0.0
C -0.2837 -2.3711 0.8133 0.2 0.4 0.1
C -0.8730 -1.1439 1.0674 0.0 -0.7 0.0
C -1.1315 -0.2820 0.0069 0.1 0.8 -0.4
H -2.7842 2.5981 1.0347 -0.1 -0.2 -0.2
H -1.0474 2.6433 1.1961 0.2 0.4 -0.1
H -1.8881 1.4728 2.0426 -0.3 -0.6 0.3
H -1.9813 2.2997 -1.8434 0.0 0.8 -0.3
H -1.0467 0.3300 -3.1390 -0.1 0.2 -0.1
H -0.1375 -2.3051 -2.5671 0.2 0.2 -0.2
H 0.5126 -3.6845 -0.7241 -0.1 -0.3 0.1
H -0.0045 -2.9731 1.6677 -0.1 -0.3 -0.2
H -1.1723 -0.9251 2.0834 0.1 0.3 0.0
C 3.0101 1.1742 0.7281 1.7 -1.1 -1.1
O 3.3530 -0.1140 1.2443 0.1 -0.3 0.3
H 3.3636 1.8875 1.4629 -0.9 0.4 0.2
H 1.9961 1.1350 0.3700 -0.7 0.6 0.5
H 3.6117 1.3969 -0.1672 0.0 0.0 0.1
H 3.8151 -0.6625 0.6025 -0.2 0.3 -0.1
```
Positions in Å, forces in eV/Å.

Structure (SMILES): Cc1c[nH]c2ccccc12.CO
Total charge: 0
Largest force on an atom (eV/A): 2.261
Energy above the lowest of the compared OMol25 structures with the same formula, charge and spin (kJ/mol): 51.63
Highest occupied orbital energy (eV): -7.80

natural (NBO) charges in e:
1. C -0.629
2. C -0.087
3. C -0.039
4. N -0.544
5. C 0.203
6. C -0.267
7. C -0.214
8. C -0.238
9. C -0.181
10. C -0.114
11. H 0.219
12. H 0.217
13. H 0.218
14. H 0.207
15. H 0.409
16. H 0.207
17. H 0.211
18. H 0.213
19. H 0.211
20. C -0.253
21. O -0.739
22. H 0.185
23. H 0.182
24. H 0.157
25. H 0.469

***

No. 2
Entry from the Open Molecules 2025 dataset: a gas-phase ion, C5H9N2O (charge +1) at a distorted geometry (the ωB97M-V functional and the def2-TZVPD basis).

The geometry in XYZ format:
```
17
Properties=species:S:1:pos:R:3:forces:R:3
C -0.8185 -1.3435 -0.1696 0.0 -1.7 -0.1
C 0.5421 -1.3781 -0.1566 3.5 -3.2 0.2
C -0.6746 0.9159 0.5777 1.5 -3.6 0.9
C -2.8215 0.0200 0.1626 -0.4 -0.6 -4.1
C 3.4217 0.6620 0.2221 2.7 1.0 0.3
N -1.3429 -0.2134 0.1888 -2.2 3.3 0.6
N 1.3540 -0.3841 -0.0061 -2.4 3.6 -1.3
O 2.5840 -0.4503 0.3598 -1.4 -2.4 0.3
H -1.3583 -2.3187 -0.3602 0.2 1.8 0.2
H 0.9582 -2.3951 -0.2353 0.1 0.4 0.2
H -1.1018 1.8284 0.2583 -0.6 1.0 -0.8
H -3.4624 -0.8856 0.1573 1.0 0.2 0.1
H -3.1075 0.6045 0.9601 -0.5 1.4 1.7
H -3.0046 0.5608 -0.8502 0.1 -0.8 1.9
H 4.1462 0.3460 1.0068 -0.2 1.0 -0.5
H 3.0290 1.6760 0.4059 -0.5 -0.8 0.2
H 4.0020 0.6945 -0.7333 -0.9 -0.4 0.4
```
Positions in Å, forces in eV/Å.

Total charge: +1
Largest force on an atom (eV/A): 4.727
Energy above the lowest of the compared OMol25 structures with the same formula, charge and spin (kJ/mol): 767.57
Highest occupied orbital energy (alpha / beta) (eV): -13.44 / -13.45

natural (NBO) charges in e:
1. C 0.064
2. C -0.068
3. C 0.204
4. C -0.419
5. C -0.282
6. N -0.366
7. N 0.050
8. O -0.256
9. H 0.272
10. H 0.236
11. H 0.168
12. H 0.254
13. H 0.231
14. H 0.242
15. H 0.228
16. H 0.224
17. H 0.219

***

No. 3
Entry from the Open Molecules 2025 dataset: C3H3NO4 in the gas phase at a distorted geometry (the ωB97M-V functional and the def2-TZVPD basis).

The geometry in XYZ format:
```
11
Properties=species:S:1:pos:R:3:forces:R:3
O -0.6862 -1.7826 -0.2154 2.1 0.2 0.2
C 0.3269 -1.2971 0.2113 0.4 2.5 2.6
O 1.4113 -1.9433 0.8476 -2.6 0.8 -2.4
C 0.4722 0.3254 0.4005 -1.2 -0.4 -1.5
O -0.9120 0.7606 0.6523 1.7 0.4 -1.2
C -1.2016 1.5048 -0.4516 2.3 -0.3 -1.6
N -0.3506 1.5874 -1.4138 -0.9 -0.4 1.2
O 0.7388 0.7837 -1.1094 -0.1 -0.4 3.6
H 1.1646 -2.7947 0.4706 0.8 -1.3 0.6
H 1.1228 0.8385 1.2395 -0.8 -1.4 -2.1
H -2.0862 2.0172 -0.6315 -1.7 0.6 0.6
```
Positions in Å, forces in eV/Å.

Structure (SMILES): O=C(O)[C@@H]1OC=NO1
Total charge: 0
Largest force on an atom (eV/A): 3.614
Energy above the lowest of the compared OMol25 structures with the same formula, charge and spin (kJ/mol): 384.86
Highest occupied orbital energy (eV): -9.51

natural (NBO) charges in e:
1. O -0.528
2. C 0.759
3. O -0.664
4. C 0.217
5. O -0.481
6. C 0.292
7. N -0.144
8. O -0.372
9. H 0.491
10. H 0.225
11. H 0.205

***

No. 4
Entry from the Open Molecules 2025 dataset: a gas-phase ion, C9H13N5S (charge +2) at a distorted geometry (the ωB97M-V functional and the def2-TZVPD basis).

The geometry in XYZ format:
```
28
Properties=species:S:1:pos:R:3:forces:R:3
C 0.9519 -1.5378 0.9924 4.0 -1.6 2.5
C -1.2325 -0.7491 0.3303 0.7 -1.5 1.9
C 0.7612 0.2140 -0.4157 2.6 -0.2 -0.5
C -0.4254 -1.5705 1.2699 -1.5 1.1 -1.4
C 3.4966 2.2428 -1.3743 -4.5 1.8 1.1
C 0.0471 -2.7463 3.1036 0.0 -1.0 -1.6
C 2.7198 1.1588 -1.2554 2.5 1.8 -0.7
C 0.4266 2.2451 -1.5431 1.6 -1.3 1.0
C -3.4190 -0.2589 -0.6021 -2.9 1.8 -0.4
N 1.5600 -0.6597 0.2572 -0.8 -1.3 0.5
N -0.9719 -2.1153 2.2495 0.9 -1.0 1.7
N -0.5937 0.0729 -0.4289 0.6 2.9 -2.6
N 1.3629 1.1749 -1.1129 -4.6 -0.9 1.9
N -2.4807 -0.8486 0.3192 -3.1 -1.6 1.8
S 1.7245 -2.8634 2.3189 -2.1 2.8 -2.7
H 4.4801 2.1193 -1.4768 3.8 -0.6 -0.5
H 3.1684 3.3310 -1.2382 0.2 -1.8 -0.4
H 0.2115 -2.1581 3.9517 -0.1 1.2 1.5
H -0.2785 -3.7081 3.4570 -0.3 -0.5 -0.1
H 3.1544 0.1972 -1.2992 0.3 -0.9 0.0
H -0.0617 2.7674 -0.7765 -0.2 0.7 1.5
H 0.9983 2.8323 -2.1271 1.7 2.6 -1.8
H -0.2867 1.8773 -2.1786 -1.8 -1.3 -1.8
H -3.7452 0.8556 -0.4783 1.7 -1.5 0.1
H -4.4293 -0.6387 -0.3257 0.8 -0.5 -0.6
H -3.1900 -0.4523 -1.6747 -0.1 -0.1 0.9
H -1.1140 0.7288 -1.0285 0.1 -0.6 0.4
H -2.8344 -1.5108 1.0865 0.3 1.1 -1.5
```
Positions in Å, forces in eV/Å.

Total charge: +2
Largest force on an atom (eV/A): 5.050
Energy above the lowest of the compared OMol25 structures with the same formula, charge and spin (kJ/mol): 83.25
Highest occupied orbital energy (eV): -16.19

natural (NBO) charges in e:
1. C 0.276
2. C 0.530
3. C 0.644
4. C 0.027
5. C -0.261
6. C -0.397
7. C -0.082
8. C -0.420
9. C -0.517
10. N -0.461
11. N -0.197
12. N -0.560
13. N -0.255
14. N -0.432
15. S 0.386
16. H 0.228
17. H 0.227
18. H 0.276
19. H 0.280
20. H 0.252
21. H 0.237
22. H 0.260
23. H 0.209
24. H 0.271
25. H 0.288
26. H 0.254
27. H 0.460
28. H 0.478